The following is a DFT calculation (ωB97M-V/def2-TZVPD) of 2 unconnected molecules or ions with the total composition C8H15FN2O2 at a distorted geometry.

Values from the calculation:
Total charge = 0
Max |F| = 4.8 eV/Å
ΔE to the lowest compared entry with this formula, charge and spin = 161.9 kcal per mole
HOMO energy (alpha / beta) = -7.8703 / -7.8699 eV

Last column: Mulliken charge in e.
CARTESIAN COORDINATES (ANGSTROEM)
1 C 0.9401 0.5820 -1.0559  -0.1493
2 C 0.3848 -0.2853 -0.2135  -0.1487
3 H -1.1979 -2.4761 -0.2536  0.2058
4 N -2.1793 0.4695 -0.4814  0.9887
5 C 2.3897 0.3479 -1.2964  -0.3313
6 H 0.5782 -1.5340 1.2763  0.3046
7 C 3.0841 1.6918 -1.2380  -1.0721
8 F -0.1950 1.4575 2.2576  -0.3028
9 H -1.2853 -1.1472 2.2166  0.3812
10 H -2.7387 -0.4259 2.4820  0.5457
11 H 2.7766 -0.4773 -0.6408  0.2681
12 C -1.7289 0.3318 0.8156  0.6725
13 C -1.3726 1.5235 1.5686  -0.7120
14 H -1.3070 2.5206 0.8952  0.2240
15 H 4.1600 1.6793 -1.6346  0.3310
16 H 0.3058 -3.5695 0.0377  0.3138
17 H 2.8784 2.0781 -0.1978  0.2943
18 N 0.5370 -1.4742 0.3328  -0.1546
19 O -2.6524 -0.5297 -1.0678  -0.6875
20 H 0.4366 1.3934 -1.4905  0.5340
21 H 2.5555 2.2806 -2.0517  0.2770
22 C -2.1481 -0.8217 1.7251  -1.6501
23 H -2.2160 1.6719 2.2537  0.4018
24 O -1.8597 1.4892 -1.1300  -0.6905
25 H -2.7638 -1.4904 1.0731  0.3035
26 C -0.0903 -2.5419 -0.4426  -0.6827
27 H 0.3326 -2.5235 -1.4245  0.2745
28 H 2.3754 -0.2204 -2.3156  0.2612